The following is a DFT calculation (ωB97M-V/def2-TZVPD) of a molecular structure, C41H46BrN9O5SiY at a distorted geometry.

```
104
Properties=species:S:1:pos:R:3:forces:R:3:lowdin_charge:R:1
H -1.173124 -4.174030 0.758229 0.0 0.0 0.0 0.125
C -1.821665 -5.888092 -0.349192 0.2 0.1 0.0 -0.134
C 1.082128 -5.172009 2.011554 0.0 -0.3 0.0 -0.061
H -1.061413 1.404341 -2.561681 0.0 -0.1 0.0 0.112
C 4.704553 2.216654 -3.036356 0.2 0.1 -0.1 -0.013
O 2.554356 0.839415 2.063253 -0.5 -0.1 -0.3 -0.159
C -0.499256 -7.873018 -0.113104 0.0 0.0 0.0 -0.047
N 1.385477 -1.722290 1.018827 0.0 0.8 -0.2 0.011
C -0.342613 2.332653 3.446779 -0.1 0.1 -0.1 -0.105
C 0.373733 -7.188210 0.717700 0.0 0.0 0.1 -0.028
H -2.282095 -7.739667 -1.314440 0.0 0.0 0.0 0.124
C -4.271978 -2.438672 -2.689325 0.2 0.2 -0.1 -0.143
H 1.376855 -0.845362 3.001549 0.0 0.0 -0.1 0.105
H 0.514254 1.690952 3.229960 0.1 0.0 0.1 0.044
H 1.252974 3.568413 1.531595 0.0 0.1 0.0 0.045
C -2.572226 -0.288467 -0.305616 0.0 0.2 0.1 -0.126
C -2.109081 -0.402478 2.120319 0.0 0.1 -0.1 -0.099
C 0.711238 -1.133352 -3.207628 0.0 0.1 0.0 -0.213
H -2.152788 0.091592 3.091120 0.0 -0.1 0.0 0.068
H 2.677647 2.622410 4.176411 0.0 0.0 0.0 0.110
C -3.191101 -1.832067 -3.320509 -0.1 -0.1 0.0 0.019
H -4.597097 0.386751 1.316641 0.0 0.0 0.0 0.088
H -2.380218 1.042495 -4.907263 0.1 0.0 0.0 0.133
C 0.331318 4.089619 1.809826 -0.1 -0.1 0.0 -0.107
H 3.119126 5.202077 -3.278450 -0.1 0.0 0.0 0.126
H -2.018223 -0.484745 -5.727612 0.1 0.1 0.0 0.140
C -3.834071 1.171115 1.255232 0.1 0.0 0.0 -0.088
C -1.598110 -7.226880 -0.651792 -0.1 0.1 0.0 -0.004
N -4.870305 -4.648575 -1.744647 -0.1 0.5 -0.2 0.127
C -4.639480 -0.113677 -4.147509 0.1 0.0 0.0 -0.028
H 1.525992 -1.826931 -3.084978 0.0 0.0 0.0 0.093
H 0.722707 -5.280498 3.033856 0.0 0.0 0.0 0.139
C 5.928228 3.316754 4.784233 0.0 0.0 0.0 -0.069
H 1.232393 -7.698936 1.137606 0.0 0.0 0.0 0.119
C -2.460404 0.550536 0.972576 0.0 0.2 0.2 -0.663
H -1.148047 1.708619 3.836561 0.1 0.0 0.0 0.065
H -2.820431 -1.235852 2.141429 0.0 0.0 0.0 0.088
H -1.627904 -0.785490 -0.558319 0.0 0.0 0.0 0.057
H -3.837098 1.712239 2.201658 -0.1 0.0 0.0 0.064
H -2.886407 0.313375 -1.162858 0.0 -0.1 0.0 0.062
C 4.561685 3.228755 5.008431 -0.1 0.0 0.0 -0.073
H 0.567958 4.743041 2.655866 0.0 0.0 0.0 0.091
C -0.958754 -5.205592 0.503905 0.0 -0.1 0.0 0.024
H 1.400130 3.858121 -2.095486 0.0 0.0 0.0 0.116
H 1.336444 -3.417300 -0.294414 0.0 -0.1 0.0 0.144
H 7.540004 2.962085 3.413825 0.0 0.0 0.0 0.118
O 5.496402 4.181158 -4.023825 0.2 -0.1 0.0 0.114
C 5.647696 2.399999 2.576823 0.0 0.1 0.1 -0.257
C 3.744683 2.713072 4.017769 0.0 0.0 0.0 -0.009
N -4.171366 -5.631306 -1.090644 0.4 -0.3 0.2 0.127
N -0.965753 -0.174758 -3.993991 0.1 0.2 0.1 -0.113
H -2.394539 4.536234 1.745558 0.0 0.0 0.1 0.069
C -5.545598 -1.889232 -2.797417 0.0 -0.1 0.1 -0.003
H 5.280699 5.103935 -4.194656 -0.1 0.1 0.0 0.127
C -3.369840 -0.669758 -4.054504 0.1 0.1 0.0 -0.196
C -4.046620 -3.674962 -1.953428 -0.2 -0.6 0.2 -0.291
Br 3.914616 -0.211176 -1.790644 0.0 0.1 0.1 0.827
C 1.320919 -3.007704 0.701996 -0.1 0.0 0.0 -0.125
H -6.378048 -2.378673 -2.309987 0.0 0.0 0.0 0.123
C 4.275581 2.311799 2.796701 -0.1 -0.1 -0.1 -0.074
N -0.153078 -1.229610 -4.186069 0.0 -0.2 -0.1 0.130
N 1.210636 -2.925922 2.890842 0.0 0.0 0.2 0.142
C 3.684284 1.593291 -2.364490 -0.2 0.0 0.0 -0.701
H -2.584383 3.743782 -0.212176 0.0 0.0 0.0 0.024
C -0.572895 0.512435 -2.921935 0.0 0.0 -0.1 -0.141
H -0.051521 3.025621 4.244325 0.0 0.0 0.0 0.088
O 6.143178 1.967730 1.384735 -0.1 0.0 0.0 0.074
H -4.131370 1.863047 0.463849 0.0 0.0 0.0 0.077
C 3.354625 1.785818 1.751311 0.0 0.1 -0.1 -0.583
C -1.860049 3.053898 -0.650091 0.1 -0.1 0.1 -0.225
Y 1.363472 0.756213 0.052016 2.3 -0.4 -0.6 1.429
C -2.022479 3.948157 2.586377 0.0 0.0 0.0 -0.095
N 2.522683 2.136658 -2.039793 -0.1 -0.2 0.5 -0.055
C 3.300590 4.162590 -3.037619 0.1 0.1 -0.1 0.026
H -1.764942 4.649128 3.387874 0.0 0.0 0.0 0.088
H -3.330216 -1.066965 -0.167923 0.0 0.0 0.0 0.084
H -1.107679 -0.823301 2.003862 0.0 -0.1 0.0 0.039
H -4.786038 0.799408 -4.713085 0.0 0.0 0.0 0.117
H 4.136562 3.553997 5.947925 0.0 0.0 0.0 0.107
C -0.790674 3.119476 2.207059 -0.2 -0.2 0.0 -0.670
C -2.192300 -0.019516 -4.758528 -0.3 -0.2 0.0 -0.056
N 1.208654 -3.735119 1.813435 0.0 0.2 -0.2 -0.110
H 6.581479 3.708921 5.552518 0.0 0.0 0.0 0.111
O 3.310855 2.278441 0.596450 -0.5 -0.4 -0.2 -0.074
H 2.068967 -5.634036 1.964749 0.0 0.1 0.0 0.133
C 4.508557 3.554635 -3.380964 -0.3 -0.1 0.2 -0.294
C 0.146168 -5.854770 1.039546 0.0 0.2 -0.1 -0.198
H -2.399389 2.475309 -1.404663 0.0 0.0 0.0 0.002
N 0.497137 -0.061150 -2.395029 0.1 0.0 0.8 -0.001
H -2.835430 3.318399 2.949216 0.0 0.1 0.0 0.064
H -2.216258 -2.294393 -3.243465 0.0 0.0 0.0 0.116
C 2.350121 3.418459 -2.375311 -0.1 0.0 0.0 -0.105
C 6.470069 2.899210 3.580987 0.0 0.0 -0.1 -0.014
C -2.962546 -5.199495 -0.947178 -0.6 0.0 -0.1 -0.292
H 0.037102 4.727517 0.972042 0.0 0.0 0.0 0.078
Si -1.090254 1.920116 0.702115 -0.9 0.3 0.1 0.626
H -6.703735 -0.282578 -3.607919 0.0 0.0 0.0 0.113
H -1.106583 3.659609 -1.161261 0.0 0.0 0.0 0.007
H 7.101023 2.054080 1.394636 0.1 0.0 0.0 0.111
H 5.631304 1.720812 -3.283927 0.0 0.0 0.0 0.127
C -5.720147 -0.725236 -3.525539 0.0 0.0 0.0 -0.048
O -2.811929 -3.953884 -1.462464 0.3 0.2 0.0 0.130
C 1.324060 -1.727932 2.387468 0.0 -0.2 0.0 -0.214
H -0.311773 -8.911303 -0.351425 0.0 0.0 0.0 0.114
```
Positions in Å, forces in eV/Å.

- Charge: +1
- ΔE to the lowest compared entry with this formula, charge and spin: 0.755 eV
- Highest occupied orbital energy: -9.985 eV
- Gap between HOMO and LUMO: 8.03 eV